Entry from the OMol25 dataset: C4H4IrLiO5 as an isolated structure (ωB97M-V with the def2-TZVPD basis set).

Last column: Löwdin spin population.
CARTESIAN COORDINATES (ANGSTROEM)
Ir: 0.10844 -1.46417 0.57828  2.893
O: 1.42051 -0.39997 1.63822  0.140
O: -2.45194 -0.58108 -2.23407  0.050
O: -2.64307 -0.70101 -0.03087  0.011
O: -0.84411 -1.55204 -1.09817  0.267
O: 1.12942 0.40416 3.73907  0.060
C: -2.67744 -1.62396 1.10272  0.078
C: 1.57119 0.12500 2.68953  0.059
C: -1.47614 -1.48922 2.01928  0.332
C: -1.97760 -0.93009 -1.14497  0.022
Li: -0.75929 -1.12746 -3.04784  0.003
H: -1.70616 -0.74011 2.79100  0.025
H: -2.74258 -2.64796 0.70609  0.002
H: -3.63115 -1.35795 1.57833  0.017
H: -1.38350 -2.42399 2.59797  0.040

Computed properties:
LUMO level (spin up / spin down) in eV: -9.585 / -12.440
Energy relative to the best compared isomer or geometry (same formula, charge and spin) in kcal per mole: 0.0
E_tot in Ha: -642.06585
Highest occupied orbital energy (spin up / spin down) in eV: -17.47 / -19.36
Total charge: +2
2S+1: 5